DFT (wB97M-V/def2-TZVPD) results for an isolated ion of composition C6H15NO6P and charge +1.

**Gap between HOMO and LUMO**: 0.386 Ha
**Structure (SMILES)**: CCC[N@+](O)(CCC(=O)O)P(=O)(O)O
**Charge**: +1
**Calculated total energy**: -1084.98946 a.u.

```
29
Properties=species:S:1:pos:R:3:forces:R:3
C -1.97279 0.24043 2.57650 -0.050 0.024 -0.089
C -1.80635 -0.41391 1.20463 0.061 -0.001 0.061
C -0.40432 -0.11949 0.69010 -0.072 -0.028 0.151
N -0.14907 -0.47571 -0.75894 0.097 0.019 -0.116
O -0.29836 -1.86967 -0.94579 -0.024 -0.023 0.154
C 1.27839 -0.20375 -1.18203 -0.066 -0.015 -0.069
C 2.35367 -0.82043 -0.28591 0.064 0.146 -0.029
C 3.10969 0.18904 0.55841 -0.221 -0.124 0.067
O 4.28330 0.37951 0.48588 0.136 0.032 0.011
O 2.29464 0.85781 1.41043 0.061 -0.013 -0.036
P -1.38316 0.30150 -1.88158 0.143 -0.042 -0.084
O -2.51832 -0.59082 -1.84955 -0.185 -0.019 0.055
O -1.58469 1.73272 -1.27430 0.045 -0.085 -0.035
O -0.56043 0.42354 -3.21163 0.047 0.102 0.298
H -1.94466 1.32746 2.49067 0.065 0.004 0.024
H -2.94010 -0.02409 2.99725 0.014 -0.043 0.042
H -1.19668 -0.07594 3.27379 -0.007 -0.003 0.012
H -2.58078 -0.04353 0.53521 0.005 0.007 -0.008
H -1.94061 -1.49325 1.30226 -0.028 0.007 -0.085
H -0.13628 0.93010 0.80111 -0.064 0.008 -0.100
H 0.32363 -0.69972 1.25081 -0.022 0.040 -0.002
H -1.26369 -2.02749 -0.93002 -0.004 0.008 -0.097
H 1.37817 0.87830 -1.27150 -0.004 0.012 0.100
H 1.34405 -0.63449 -2.17493 0.000 0.035 -0.041
H 1.93600 -1.60494 0.34572 0.061 -0.016 -0.011
H 3.09924 -1.28207 -0.92759 -0.014 -0.068 0.014
H 2.85275 1.44364 1.94639 0.025 0.032 -0.021
H -0.94064 2.42749 -1.46499 -0.022 0.049 0.024
H -0.63259 1.24777 -3.71040 -0.041 -0.043 -0.191
```
Positions in Å, forces in eV/Å.